Arrangement i

Below is an isolated molecule of H3O2PS, with properties calculated with ωB97M-V/def2-TZVPD.

- SMILES = OP(O)S

XYZ file:
```
7
Properties=species:S:1:pos:R:3:nbo_charge:R:1
S -1.626 -0.035 0.040 -0.4561
P 0.443 -0.142 0.661 1.2757
O 1.032 1.165 -0.118 -0.9718
O 1.132 -1.307 -0.207 -1.0082
H 0.718 1.899 0.270 0.4826
H 1.086 -1.462 -1.117 0.5055
H -2.289 -1.099 0.643 0.1723
```



Arrangement ii

Below is a cluster of 2 separate species, H3O2PS in total, with properties calculated with ωB97M-V/def2-TZVPD.

- SMILES = OP=S.O

XYZ file:
```
7
Properties=species:S:1:pos:R:3:nbo_charge:R:1
S -3.935 0.319 0.043 -0.4544
P -2.279 -0.664 -0.018 0.9256
O -1.116 0.473 0.075 -0.9998
O 2.134 -0.047 0.003 -0.9566
H 2.667 0.354 -0.687 0.4805
H -0.195 0.181 0.083 0.5248
H 2.724 -0.615 0.501 0.4799
```



The relative energies come out as arrangement i 0.0; arrangement ii 4.5, with values in kcal/mol.